Version a
{
  "formula": "CH5NO2S",
  "method": "ωB97M-V with the def2-TZVPD basis set",
  "elements": ["S", "O", "O", "N", "C", "H", "H", "H", "H", "H"],
  "coordinates": [[0.70, 0.01, -0.10], [1.76, 0.20, 0.89], [1.00, 0.03, -1.49], [-0.17, -1.82, 0.20], [-0.63, 1.24, 0.26], [-1.27, 0.94, -0.52], [-1.01, 1.39, 1.21], [-1.00, -1.88, -0.31], [-0.09, 2.15, 0.00], [0.70, -2.25, -0.12]],
  "mulliken_charge": [0.94, -0.55, -0.50, -0.60, -0.83, 0.33, 0.34, 0.26, 0.31, 0.29],
  "spin_multiplicity": 1,
  "e_homo_ev": -10.355,
  "homo_lumo_gap_ev": 10.8,
  "e_lumo_ev": 0.433,
  "smiles": "CS(N)(=O)=O"
}

***

Version b
{
  "formula": "CH5NO2S",
  "method": "ωB97M-V with the def2-TZVPD basis set",
  "elements": ["S", "O", "O", "N", "C", "H", "H", "H", "H", "H"],
  "coordinates": [[-1.31, 0.65, 0.16], [-1.06, 1.61, -0.85], [-0.58, 1.10, 1.66], [1.37, -0.52, -0.52], [0.09, -1.17, -0.46], [1.54, 0.35, -0.01], [1.51, -0.18, -1.50], [-1.13, 1.56, 2.33], [-0.10, -1.77, 0.47], [-0.31, -1.63, -1.28]],
  "mulliken_charge": [0.46, -0.45, -0.52, -0.52, -0.54, 0.29, 0.28, 0.33, 0.29, 0.38],
  "spin_multiplicity": 1,
  "e_homo_ev": -7.861,
  "homo_lumo_gap_ev": 8.4,
  "e_lumo_ev": 0.498
}

***

Of the structures shown above, version a is the most stable.